# 1
The following is a quantum chemistry calculation of a 2-piece molecular cluster, C3H6NO2 overall at a distorted geometry, from the Open Molecules 2025 dataset.

```
12
C3H6NO2 (ωB97M-V/def2-TZVPD)
C -1.393 -1.389 -0.324
C -0.967 0.879 -0.555
N -1.869 -0.010 -0.488
H -2.259 -2.036 -0.472
H -1.016 -1.493 0.688
H -0.575 -1.655 -0.999
H -1.314 1.869 -0.258
H 0.071 0.628 -0.773
O 1.784 -0.300 0.635
C 2.336 0.821 0.769
O 2.631 1.672 -0.082
H 2.571 1.014 1.859
```

For the electronic energy, the calculation gives -8793.6703 eV. The calculation puts the energy relative to the best compared isomer or geometry (same formula, charge and spin) at 149.2 kJ/mol. As for the orbital gap: 8.277 eV. As for the charge: -1. The HOMO energy is -0.1500 Ha.

***

# 2
The following is a quantum chemistry calculation of CHBeLiO2 as an isolated structure at a distorted geometry, from the Open Molecules 2025 dataset.

```
6
CHBeLiO2 (ωB97M-V/def2-TZVPD)
O 0.626 -1.236 -0.926
C -0.292 -0.699 -0.370
H -0.608 -0.836 0.835
O -0.256 0.596 0.349
Li 1.576 0.628 -0.591
Be -1.046 1.547 0.703
```

For the electronic energy, the calculation gives -5731.9463 eV. The calculation puts the energy relative to the best compared isomer or geometry (same formula, charge and spin) at 289.0 kJ/mol. As for the orbital gap: 8.260 eV. As for the charge: +2. The HOMO energy is -0.7887 Ha.

***

# 3
The following is a quantum chemistry calculation of a 13-piece molecular cluster, C52H65N13 overall at a distorted geometry, from the Open Molecules 2025 dataset.

```
130
C52H65N13 (ωB97M-V/def2-TZVPD)
N -15.743 4.511 6.113
C -14.685 5.300 6.357
C -14.620 6.272 5.338
C -15.597 5.875 4.369
C -16.368 4.921 4.996
H -16.116 3.752 6.667
H -14.052 5.118 7.213
H -13.852 7.024 5.229
H -15.806 6.325 3.410
H -17.270 4.399 4.709
N -18.395 2.139 0.193
C -19.246 2.800 -0.611
C -20.502 2.667 -0.083
C -20.464 1.800 1.027
C -19.064 1.636 1.287
H -17.393 2.165 0.064
H -18.992 3.255 -1.557
H -21.423 3.008 -0.531
H -21.278 1.495 1.668
H -18.474 1.174 2.065
N -11.908 2.081 12.198
C -11.437 2.057 10.913
C -12.533 2.013 10.068
C -13.693 2.198 10.864
C -13.290 1.996 12.160
H -11.330 2.188 13.020
H -10.372 2.075 10.737
H -12.463 2.014 8.990
H -14.726 2.359 10.594
H -13.859 2.005 13.078
N -15.746 -3.019 5.341
C -15.583 -2.320 6.497
C -14.679 -3.002 7.291
C -14.258 -4.153 6.702
C -14.769 -4.040 5.386
H -16.290 -2.686 4.557
H -16.210 -1.466 6.708
H -14.509 -2.748 8.327
H -13.530 -4.851 7.090
H -14.592 -4.633 4.501
N -17.830 2.871 12.628
C -17.634 2.973 11.315
C -17.086 4.206 11.009
C -16.852 4.859 12.211
C -17.336 4.014 13.168
H -18.255 2.050 13.033
H -17.868 2.134 10.676
H -16.797 4.649 10.067
H -16.471 5.861 12.341
H -17.340 4.141 14.240
N -15.637 3.753 1.765
C -15.050 3.919 0.587
C -14.737 2.691 0.044
C -15.244 1.809 0.927
C -15.736 2.458 2.083
H -15.859 4.498 2.410
H -14.871 4.892 0.155
H -14.287 2.570 -0.930
H -15.236 0.748 0.723
H -16.103 2.103 3.035
N -15.480 -2.800 11.087
C -15.367 -1.583 10.471
C -16.435 -1.364 9.648
C -17.302 -2.458 9.800
C -16.723 -3.306 10.780
H -14.896 -3.107 11.851
H -14.534 -1.016 10.858
H -16.725 -0.488 9.086
H -18.283 -2.669 9.401
H -17.163 -4.139 11.308
N -18.165 -2.051 2.891
C -17.258 -1.115 3.427
C -16.006 -1.430 2.796
C -16.046 -2.636 2.158
C -17.387 -2.980 2.258
H -19.159 -2.056 3.073
H -17.632 -0.255 3.964
H -15.200 -0.721 2.912
H -15.307 -3.189 1.597
H -17.921 -3.816 1.830
N -19.838 5.783 12.231
C -20.595 5.531 11.118
C -21.714 6.379 11.195
C -21.670 6.958 12.493
C -20.487 6.631 13.059
H -18.947 5.326 12.367
H -20.261 4.904 10.304
H -22.421 6.462 10.383
H -22.396 7.653 12.888
H -20.066 6.894 14.018
N -19.989 4.311 2.816
C -19.265 5.246 2.189
C -18.948 6.236 3.128
C -19.625 5.980 4.313
C -20.211 4.757 4.059
H -20.338 3.437 2.450
H -18.946 5.024 1.181
H -18.322 7.099 2.952
H -19.502 6.515 5.243
H -20.881 4.166 4.665
N -19.020 2.775 6.578
C -18.186 2.049 5.759
C -17.142 1.564 6.521
C -17.353 1.947 7.848
C -18.517 2.717 7.861
H -19.907 3.163 6.288
H -18.425 2.071 4.707
H -16.302 0.946 6.241
H -16.748 1.756 8.722
H -19.077 3.133 8.685
N -13.203 0.782 4.808
C -13.233 -0.105 5.878
C -13.561 0.657 6.990
C -13.665 1.969 6.600
C -13.478 2.060 5.200
H -12.957 0.522 3.864
H -13.112 -1.165 5.706
H -13.711 0.381 8.024
H -13.909 2.800 7.246
H -13.447 2.887 4.506
N -23.810 3.150 8.561
C -22.506 2.885 8.222
C -21.876 4.037 8.047
C -22.765 5.101 8.169
C -24.001 4.527 8.524
H -24.474 2.409 8.735
H -22.102 1.890 8.335
H -20.840 4.186 7.781
H -22.560 6.149 8.009
H -24.949 4.974 8.787
```

For the electronic energy, the calculation gives -74343.8356 eV. The calculation puts the energy relative to the best compared isomer or geometry (same formula, charge and spin) at 256.6 kJ/mol. As for the orbital gap: 7.586 eV. As for the charge: 0. The HOMO energy is -0.2649 Ha.

***

# 4
The following is a quantum chemistry calculation of a 2-piece molecular cluster, C4H10N2 overall at a distorted geometry, from the Open Molecules 2025 dataset.

```
16
C4H10N2 (ωB97M-V/def2-TZVPD)
C 0.941 -1.173 0.770
C 1.183 0.366 -2.111
C -2.430 0.088 1.604
N 1.391 0.761 -0.725
C -1.119 0.046 0.902
N -0.255 -0.819 1.113
H 1.938 1.612 -0.665
H 1.760 -0.976 1.448
H 1.059 -1.975 0.054
H 0.485 0.979 -0.261
H 0.578 1.083 -2.688
H 0.660 -0.590 -2.127
H 2.141 0.227 -2.603
H -3.222 -0.042 0.862
H -2.541 -0.670 2.389
H -2.567 1.083 2.037
```

For the electronic energy, the calculation gives -7286.9800 eV. The calculation puts the energy relative to the best compared isomer or geometry (same formula, charge and spin) at 351.2 kJ/mol. As for the orbital gap (spin up / spin down): 8.011 / 8.009 eV. As for the charge: 0. The HOMO energy (spin up / spin down) is -0.2644 / -0.2644 Ha.

***

# 5
The following is a quantum chemistry calculation of C55H60ClGe2NaO5S4 as an isolated structure at a distorted geometry, from the Open Molecules 2025 dataset.

```
128
C55H60ClGe2NaO5S4 (ωB97M-V/def2-TZVPD)
Na 15.852 -22.428 -2.586
Cl 13.368 -29.098 -0.292
C 14.155 -27.747 -1.008
C 14.863 -27.934 -2.201
C 15.527 -26.900 -2.781
C 15.549 -25.598 -2.200
O 16.255 -24.677 -2.764
C 14.757 -25.423 -0.933
C 14.681 -24.178 -0.210
O 15.320 -23.108 -0.454
C 14.078 -26.524 -0.365
H 14.879 -28.944 -2.608
H 16.079 -27.070 -3.705
H 13.998 -24.159 0.664
H 13.492 -26.454 0.564
C 17.081 -11.534 -3.695
C 17.196 -12.938 -4.251
C 18.141 -13.842 -3.716
C 18.344 -15.111 -4.261
C 19.410 -16.028 -3.685
C 17.567 -15.487 -5.397
C 16.508 -14.652 -5.865
C 15.587 -15.098 -7.001
C 16.357 -13.385 -5.296
C 18.106 -16.576 -6.280
C 18.814 -16.039 -7.375
C 19.586 -16.804 -8.212
C 19.608 -18.173 -7.954
C 18.865 -18.754 -6.911
C 18.050 -17.965 -6.086
Ge 16.704 -18.891 -4.903
S 15.883 -20.613 -5.950
S 17.332 -19.373 -2.713
Ge 15.198 -18.623 -2.254
S 13.744 -20.257 -2.107
S 15.136 -17.424 -4.165
C 14.858 -17.524 -0.600
C 13.941 -16.473 -0.648
C 13.593 -15.786 0.531
C 14.168 -16.076 1.753
C 15.085 -17.110 1.775
C 15.426 -17.849 0.625
C 16.375 -18.976 0.843
C 17.769 -18.755 0.723
C 18.328 -17.425 0.229
C 18.626 -19.783 1.140
C 18.142 -21.005 1.618
C 19.103 -22.085 2.040
C 16.761 -21.206 1.668
C 15.853 -20.211 1.310
C 14.357 -20.452 1.396
C 13.284 -16.009 -1.915
C 13.864 -14.928 -2.625
C 15.113 -14.266 -2.069
C 13.249 -14.511 -3.809
C 12.107 -15.150 -4.307
C 11.508 -14.719 -5.635
C 11.535 -16.170 -3.555
C 12.089 -16.625 -2.356
C 11.408 -17.702 -1.555
C 19.100 -20.228 -6.686
C 18.633 -21.156 -7.645
C 17.720 -20.738 -8.795
C 18.963 -22.499 -7.481
C 19.764 -22.942 -6.411
C 20.098 -24.404 -6.261
C 20.186 -22.002 -5.456
C 19.882 -20.648 -5.581
C 20.461 -19.645 -4.593
H 17.241 -11.513 -2.589
H 16.085 -11.084 -3.907
H 17.843 -10.877 -4.150
H 18.734 -13.534 -2.847
H 19.896 -15.545 -2.817
H 20.196 -16.257 -4.425
H 18.969 -16.993 -3.349
H 16.178 -15.555 -7.807
H 15.038 -14.225 -7.394
H 14.854 -15.841 -6.631
H 15.592 -12.711 -5.684
H 18.787 -14.954 -7.505
H 20.141 -16.390 -9.059
H 20.207 -18.840 -8.577
H 12.866 -14.978 0.430
H 13.915 -15.508 2.652
H 15.593 -17.387 2.701
H 17.890 -16.576 0.781
H 18.106 -17.291 -0.849
H 19.421 -17.407 0.354
H 19.707 -19.647 1.052
H 19.996 -21.653 2.543
H 19.418 -22.676 1.158
H 18.631 -22.790 2.755
H 16.380 -22.182 1.977
H 14.135 -21.422 1.871
H 13.920 -20.457 0.347
H 13.854 -19.655 1.989
H 15.059 -14.179 -0.969
H 15.240 -13.260 -2.493
H 16.011 -14.869 -2.297
H 13.663 -13.669 -4.365
H 11.864 -13.699 -5.885
H 10.405 -14.729 -5.613
H 11.849 -15.372 -6.459
H 10.620 -16.657 -3.908
H 10.364 -17.861 -1.902
H 11.379 -17.476 -0.464
H 11.975 -18.683 -1.659
H 18.093 -19.844 -9.310
H 16.716 -20.503 -8.393
H 17.649 -21.566 -9.519
H 18.598 -23.227 -8.212
H 20.432 -24.835 -7.217
H 19.176 -24.947 -5.959
H 20.888 -24.544 -5.505
H 20.767 -22.356 -4.598
H 21.308 -20.103 -4.058
H 19.711 -19.340 -3.833
H 20.826 -18.733 -5.106
O 18.211 -24.036 -0.749
H 17.682 -24.440 -1.456
H 17.495 -23.746 -0.153
O 14.222 -22.666 -4.266
H 14.668 -22.009 -4.854
H 13.701 -22.067 -3.709
O 16.709 -24.311 -5.825
H 16.625 -23.358 -5.964
H 16.535 -24.443 -4.877
```

For the electronic energy, the calculation gives -241570.0393 eV. The calculation puts the energy relative to the best compared isomer or geometry (same formula, charge and spin) at 0.0 kJ/mol. As for the orbital gap: 6.112 eV. As for the charge: -2. The HOMO energy is -0.0946 Ha.

***

- What is the energy relative to the best compared isomer or geometry (same formula, charge and spin) in the second record?
  289.0 kJ/mol

***

- charge of number 5 (C55H60ClGe2NaO5S4)?
  -2